A 10-piece molecular cluster, C10H42N6O10 overall. Source: OMol25; level of theory: ωB97M-V with the def2-TZVPD basis set.

CARTESIAN COORDINATES (ANGSTROEM)
O  -6.120  2.160  -1.281
O  4.530  -1.982  -0.511
O  2.366  2.317  -3.335
O  -2.527  -3.519  -0.092
O  3.251  1.617  2.198
O  -0.163  -1.392  -3.024
O  -1.332  -1.403  1.490
O  0.288  1.909  1.101
O  1.158  -2.009  2.839
O  0.392  -0.239  -0.445
N  1.083  3.102  -1.733
N  2.036  4.481  -3.225
N  -3.481  -1.087  1.335
N  -3.676  3.495  -1.527
N  6.342  -4.195  0.198
N  -2.345  0.030  2.814
C  -3.665  2.020  -1.414
C  4.656  -5.141  1.655
C  -4.942  1.684  -0.560
C  4.891  -4.173  0.461
C  -2.337  -0.770  1.859
C  -2.355  1.578  -0.854
C  -7.161  2.460  -0.368
C  1.820  3.223  -2.840
C  4.058  -0.686  -0.445
C  4.475  -2.675  0.733
H  5.090  -2.319  1.559
H  -8.043  2.681  -0.969
H  0.909  -1.642  3.687
H  -7.422  1.634  0.294
H  5.054  -4.756  2.594
H  1.503  5.183  -2.732
H  -1.510  1.990  -1.405
H  0.405  -1.840  2.273
H  2.647  1.219  1.571
H  4.436  -0.074  -1.264
H  6.644  -3.407  -0.356
H  6.778  -4.217  1.109
H  0.691  3.970  -1.397
H  0.513  0.649  -0.108
H  -4.364  -0.695  1.630
H  -2.191  1.669  0.219
H  -4.522  3.833  -1.964
H  0.835  2.250  -1.252
H  -2.926  3.750  -2.154
H  -4.876  1.928  0.501
H  -1.907  -2.946  0.360
H  -0.601  -2.232  -2.888
H  4.994  -6.175  1.590
H  0.259  1.584  2.001
H  4.322  -4.500  -0.409
H  -0.217  -0.648  0.170
H  -2.318  0.506  -1.046
H  -4.960  0.594  -0.572
H  0.618  2.804  1.181
H  -6.831  3.346  0.176
H  3.022  2.547  2.194
H  -3.484  -1.974  0.853
H  3.446  -2.624  1.090
H  3.582  -5.158  1.839
H  4.429  -0.248  0.482
H  -3.029  0.773  2.842
H  0.100  -1.114  -2.147
H  2.970  -0.644  -0.394
H  -2.656  -3.107  -0.946
H  2.652  4.735  -3.984
H  -1.419  0.264  3.143
H  -3.867  1.606  -2.402

Values from the calculation:
**E_tot**: -1486.813048 Ha
**2S+1**: 2
**Total charge**: +1
**⟨S²⟩**: 0.755

C28H42AsF6O21Pt as an isolated structure. Source: OMol25; level of theory: ωB97M-V with the def2-TZVPD basis set.

CARTESIAN COORDINATES (ANGSTROEM)
Pt  0.405  0.180  0.098
As  2.328  3.262  1.938
F  3.230  4.674  2.543
F  1.986  4.098  0.366
F  0.862  4.031  2.649
F  3.834  2.778  1.032
F  2.608  2.352  3.509
F  1.452  1.885  1.227
O  -3.400  -0.517  0.103
O  -0.257  -2.153  3.851
O  1.455  -3.875  -1.430
O  0.395  -2.142  -0.263
O  -1.515  1.867  1.423
O  3.104  -0.352  -3.576
O  2.496  -0.724  0.459
O  4.697  -1.253  0.689
O  -3.016  3.295  2.344
O  0.228  3.570  -2.924
O  -3.239  -1.398  -1.924
O  -3.430  2.604  0.428
O  -0.236  1.890  -1.438
O  3.966  0.948  -2.161
O  -1.307  -0.566  -0.985
O  -1.769  2.800  -2.803
O  1.802  0.327  -1.990
O  -0.380  -4.350  -0.142
O  -1.891  -0.577  3.397
O  -0.233  -0.857  1.818
O  3.693  -0.146  2.235
C  -2.536  -0.807  -0.925
C  6.402  0.307  0.660
C  1.464  -5.269  -1.320
C  -4.735  -3.178  -1.746
C  -1.203  -2.183  4.927
C  -4.372  3.150  2.243
C  -0.662  4.300  -3.735
C  0.532  -3.385  -0.555
C  -0.744  -1.106  2.948
C  -3.241  4.318  -3.848
C  -4.532  -1.702  -1.658
C  2.868  0.335  -2.509
C  -0.466  -2.076  6.285
C  4.980  -0.342  2.730
C  -0.577  2.762  -2.257
C  -5.166  4.293  2.915
C  3.558  -0.620  1.033
C  -1.912  3.498  -3.851
C  5.760  -0.793  1.495
C  4.540  -0.745  -3.656
C  -2.562  2.589  1.449
C  -1.100  -5.737  -1.823
C  5.222  -0.653  -5.037
C  -1.986  -0.857  4.757
C  -4.604  -1.169  -0.226
C  -4.632  3.115  0.808
C  5.080  0.283  -2.722
C  -0.039  -5.534  -0.770
H  5.097  0.312  -5.527
H  4.948  -1.489  -5.681
H  -1.055  -6.675  -2.377
H  -0.061  -6.121  0.149
H  -5.540  2.536  0.642
H  5.693  1.025  -3.234
H  4.635  -1.793  -3.370
H  -5.253  -1.249  -2.338
H  -2.982  -1.023  5.167
H  -4.798  2.413  2.924
H  -0.187  4.326  -4.716
H  -3.549  4.719  -4.814
H  -4.038  -3.717  -1.105
H  -1.948  -5.862  -1.150
H  5.412  0.510  3.254
H  -0.255  -3.099  6.596
H  -1.905  -3.017  4.930
H  6.301  -0.811  -5.011
H  -4.482  4.055  0.275
H  2.229  -5.389  -0.553
H  -1.219  -5.003  -2.621
H  -4.549  -3.592  -2.737
H  -1.819  2.880  -4.744
H  -4.876  5.268  2.523
H  -0.892  5.339  -3.501
H  5.527  -0.135  -1.820
H  -6.243  4.159  3.020
H  -1.045  -1.681  7.120
H  -5.402  -0.485  0.065
H  -4.653  4.290  3.876
H  -5.692  -3.417  -1.282
H  5.754  1.130  0.359
H  -4.062  3.642  -3.610
H  -1.692  -0.126  5.510
H  6.411  -1.608  1.813
H  1.633  -5.698  -2.308
H  -3.223  5.223  -3.240
H  7.035  0.866  1.349
H  0.554  -1.700  6.364
H  4.837  -1.192  3.397
H  -4.813  -2.022  0.420
H  6.963  -0.234  -0.103

Values from the calculation:
**Energy above the lowest of the compared OMol25 structures with the same formula, charge and spin**: 733.86 kJ/mol
**2S+1**: 3
**Total charge**: +1
**⟨S²⟩**: 2.002

C30H30As2CuS2 as an isolated structure. Source: OMol25; level of theory: ωB97M-V with the def2-TZVPD basis set.

CARTESIAN COORDINATES (ANGSTROEM)
As  1.961  -1.244  -1.226
As  -0.486  -0.992  1.552
Cu  -1.814  -0.836  -0.359
S  -3.966  -1.261  -0.681
S  -1.715  1.253  -1.146
C  1.961  1.488  -2.337
C  -1.989  -3.982  4.089
C  -1.610  3.238  3.328
C  5.358  -2.221  -3.481
C  -2.585  2.307  2.989
C  -2.220  1.065  2.499
C  3.835  -1.278  -1.850
C  0.715  2.140  -4.285
C  1.470  -1.022  1.621
C  -1.544  -3.621  5.350
C  4.861  -0.447  -1.412
C  1.442  0.202  -2.428
C  -0.873  0.735  2.362
C  -0.385  -1.739  4.403
C  -1.632  -3.220  2.982
C  1.594  2.457  -3.257
C  0.198  0.859  -4.383
C  2.192  -0.293  0.492
C  -3.433  1.323  -1.562
C  4.105  -2.166  -2.890
C  -3.883  2.630  -2.181
C  -0.271  2.917  3.185
C  -0.822  -2.099  3.130
C  -0.738  -2.499  5.507
C  0.097  1.665  2.702
C  -5.762  0.513  -1.823
C  -4.322  0.323  -1.393
C  6.373  -1.386  -3.035
C  6.121  -0.502  -1.998
C  0.555  -0.105  -3.450
H  -1.999  -3.485  1.997
H  -0.515  0.617  -5.160
H  -4.119  2.516  -3.246
H  -4.782  3.021  -1.695
H  -6.297  -0.435  -1.784
H  -2.985  0.363  2.182
H  -2.627  -4.848  3.964
H  -5.836  0.905  -2.842
H  1.149  1.426  2.597
H  -6.289  1.218  -1.169
H  -1.897  4.219  3.686
H  -3.097  3.379  -2.093
H  1.889  0.748  0.389
H  -3.634  2.559  3.080
H  3.319  -2.825  -3.244
H  4.694  0.265  -0.615
H  0.226  -0.853  4.535
H  1.728  -2.085  1.592
H  1.989  3.462  -3.169
H  7.353  -1.424  -3.494
H  6.904  0.159  -1.646
H  2.665  1.742  -1.552
H  5.542  -2.915  -4.292
H  0.416  2.901  -4.995
H  3.260  -0.314  0.717
H  0.493  3.643  3.436
H  0.111  -1.092  -3.501
H  1.785  -0.653  2.603
H  -1.836  -4.202  6.216
H  -0.396  -2.210  6.493

Values from the calculation:
**E_tot**: -8069.636346 Ha
**Total charge**: -1

C52H35Cl2CrF5O3P2S3SbSe as an isolated structure. Source: OMol25; level of theory: ωB97M-V with the def2-TZVPD basis set.

CARTESIAN COORDINATES (ANGSTROEM)
Sb  1.027  -0.068  4.533
Se  2.092  -3.279  1.939
Cr  0.850  0.439  1.165
Cl  5.235  -1.684  1.969
Cl  7.655  2.967  0.794
S  0.112  -1.335  2.538
S  3.125  -0.767  5.021
S  1.284  1.866  2.962
P  -1.178  1.712  1.672
P  0.817  -0.699  -1.043
F  2.659  -7.984  -0.307
F  0.273  -8.920  0.607
F  -0.497  -4.847  2.786
F  3.457  -5.499  0.286
F  -1.290  -7.324  2.153
O  1.488  1.707  -0.304
O  -1.384  1.361  -1.185
O  2.722  -0.268  1.189
C  6.186  1.993  0.839
C  -1.283  0.687  -2.369
C  4.113  0.253  -3.281
C  0.391  -4.796  -1.707
C  0.320  -5.591  2.032
C  -2.701  0.194  3.428
C  -0.829  -5.035  -1.090
C  1.525  -5.065  1.581
C  0.678  -7.679  0.922
C  -1.969  1.375  3.298
C  -0.894  6.340  1.308
C  -5.154  2.041  0.279
C  3.820  1.736  0.398
C  5.089  -0.597  -2.775
C  -3.351  1.883  -3.107
C  1.888  -7.199  0.465
C  6.247  0.708  1.354
C  0.936  -3.518  -1.711
C  -0.230  -0.205  -2.495
C  -1.027  -0.708  -4.720
C  -1.956  5.766  1.996
C  2.691  2.244  -0.259
C  -0.966  -2.710  -0.497
C  -3.297  -0.141  4.635
C  3.470  -1.540  -1.264
C  -3.177  0.708  5.726
C  5.072  -0.043  1.428
C  -1.510  -3.986  -0.486
C  -2.046  4.385  2.116
C  -4.570  1.635  -3.991
C  -4.962  2.010  -1.094
C  -0.022  4.139  0.860
C  -2.799  3.295  -3.397
C  -3.695  1.809  -1.624
C  4.767  -1.486  -1.760
C  2.819  0.202  -2.784
C  -2.445  1.879  5.608
C  -0.106  -6.865  1.712
C  0.266  -2.464  -1.101
C  -1.832  2.203  4.405
C  -2.241  0.875  -3.366
C  -2.788  1.698  0.658
C  -0.108  -0.890  -3.701
C  3.817  0.447  1.050
C  2.480  -0.713  -1.789
C  0.068  5.519  0.735
C  -2.652  1.622  -0.726
C  -1.070  3.557  1.569
C  5.015  2.503  0.347
C  -4.074  1.907  1.144
C  -2.097  0.160  -4.542
C  2.286  -5.917  0.789
H  5.524  -2.126  -1.323
H  -5.339  2.384  -3.794
H  -2.889  3.960  2.646
H  -4.241  1.958  2.212
H  -0.932  -1.266  -5.644
H  -1.924  3.502  -2.776
H  -1.212  3.086  4.334
H  -2.502  3.373  -4.447
H  -4.303  1.721  -5.045
H  -4.990  0.642  -3.815
H  3.240  -2.202  -0.435
H  7.181  0.278  1.688
H  -1.239  -6.039  -1.063
H  2.825  3.166  -0.832
H  4.983  3.490  -0.100
H  -1.490  -1.894  -0.012
H  -3.631  0.443  6.675
H  -2.326  2.533  6.464
H  -3.844  -1.072  4.724
H  2.073  0.893  -3.155
H  -6.149  2.192  0.680
H  -2.456  -4.165  0.013
H  4.366  0.972  -4.051
H  0.931  -5.612  -2.175
H  -2.789  -0.469  2.579
H  0.707  -1.593  -3.824
H  -2.720  6.395  2.438
H  -0.823  7.418  1.220
H  1.895  -3.350  -2.186
H  -3.559  4.050  -3.182
H  0.904  5.953  0.199
H  -2.824  0.271  -5.338
H  6.103  -0.548  -3.155
H  -5.812  2.155  -1.749
H  0.726  3.500  0.411

Values from the calculation:
**Energy above the lowest of the compared OMol25 structures with the same formula, charge and spin**: 57.69 kJ/mol
**2S+1**: 6
**Total charge**: -2
**⟨S²⟩**: 8.845

C8H22B3FOV as an isolated structure. Source: OMol25; level of theory: ωB97M-V with the def2-TZVPD basis set.

CARTESIAN COORDINATES (ANGSTROEM)
V  -1.833  0.123  1.148
F  5.151  0.112  1.922
O  -2.087  -0.001  -1.145
C  2.531  -0.525  -1.184
C  4.779  -0.559  -0.301
C  2.057  -0.113  0.056
C  2.932  0.127  1.108
C  4.271  -0.123  0.905
C  -1.407  -0.564  -2.160
C  3.889  -0.756  -1.351
C  -1.194  0.364  -3.371
B  -0.893  -1.545  2.236
B  -4.143  0.413  0.997
B  -0.733  2.121  1.306
H  1.808  -0.724  -1.964
H  -0.076  1.363  1.901
H  -0.659  1.284  -3.142
H  -0.807  1.605  0.266
H  5.835  -0.742  -0.451
H  -0.443  -2.452  2.861
H  -3.766  0.597  2.094
H  -2.165  0.533  -3.845
H  -3.670  1.227  0.319
H  -0.211  3.179  1.151
H  -0.403  -0.963  -1.855
H  -1.901  -1.837  1.739
H  -1.882  -1.492  -2.579
H  -0.630  -0.216  -4.124
H  -1.783  2.152  1.813
H  4.251  -1.198  -2.273
H  0.997  0.055  0.204
H  2.557  0.521  2.043
H  -0.192  -1.321  1.332
H  -3.851  -0.645  0.606
H  -1.000  -0.546  2.826
H  -5.328  0.548  0.912

Values from the calculation:
**E_tot**: -1511.520620 Ha
**2S+1**: 4
**Total charge**: -2
**⟨S²⟩**: 3.756

A 3-piece molecular cluster, C26H51IN2O5S3 overall. Source: OMol25; level of theory: ωB97M-V with the def2-TZVPD basis set.

CARTESIAN COORDINATES (ANGSTROEM)
I  0.054  1.167  1.882
S  4.993  -1.075  4.987
S  -1.608  -2.016  -5.032
S  5.221  2.984  2.146
O  -0.664  -0.596  4.443
O  5.452  1.759  1.424
O  -3.000  -2.112  -4.679
O  -0.580  -2.262  -4.055
O  4.116  3.106  3.063
N  0.022  -2.659  3.620
N  1.845  -1.903  0.482
C  0.916  -0.709  2.514
C  -6.650  1.185  0.458
C  -3.146  -0.463  -1.773
C  -1.594  -2.081  -7.653
C  -1.323  -3.024  -6.485
C  -6.282  1.813  -0.889
C  5.962  5.455  1.690
C  -0.929  -0.749  -7.280
C  -1.825  0.095  -1.188
C  6.728  3.492  2.985
C  -1.321  -0.431  -5.831
C  3.877  0.352  4.849
C  2.441  -0.033  4.455
C  -4.366  0.023  -0.955
C  -0.678  -2.124  -0.627
C  0.836  -1.900  1.526
C  -7.817  1.942  1.085
C  5.155  4.358  1.003
C  -0.579  -0.770  -1.329
C  -5.105  1.157  -1.665
C  -0.575  -2.128  0.898
C  1.121  -4.439  2.166
C  -0.009  -1.252  3.656
C  7.204  4.763  2.269
C  2.361  -0.366  2.974
C  1.049  -2.991  2.608
H  7.748  5.413  2.951
H  0.155  -0.850  -7.355
H  2.164  -0.912  5.042
H  -7.171  1.750  -1.518
H  0.036  -2.807  -1.083
H  -1.202  -2.482  -8.586
H  -1.998  0.338  -0.142
H  -5.808  1.252  1.147
H  -8.067  1.557  2.074
H  -2.670  -1.939  -7.773
H  5.627  4.034  0.076
H  -0.887  -3.075  3.477
H  -8.720  1.850  0.478
H  4.237  1.033  4.085
H  4.096  -2.070  4.974
H  -5.472  0.793  -2.625
H  -1.316  -1.449  1.323
H  -1.983  -3.887  -6.452
H  1.765  0.775  4.725
H  3.841  0.848  5.815
H  4.115  4.620  0.823
H  1.912  -2.812  0.051
H  0.262  -0.230  -0.889
H  5.374  5.899  2.496
H  1.968  -2.811  3.168
H  -6.905  0.134  0.337
H  -3.273  -0.051  -2.774
H  2.118  -4.656  1.794
H  -4.372  1.938  -1.882
H  -1.622  1.045  -1.690
H  -5.047  -0.816  -0.809
H  -7.594  3.005  1.171
H  2.699  0.476  2.376
H  -1.230  0.055  -7.950
H  6.228  6.248  0.993
H  -3.169  -1.546  -1.844
H  0.970  -5.067  3.045
H  7.884  4.496  1.458
H  -0.313  -0.926  -2.367
H  2.761  -1.661  0.833
H  -6.058  2.863  -0.704
H  0.354  -4.712  1.443
H  7.448  2.681  2.923
H  -0.536  0.093  -5.291
H  -2.250  0.133  -5.774
H  3.024  -1.201  2.756
H  -4.057  0.377  0.028
H  -0.892  -3.127  1.204
H  6.472  3.682  4.026
H  -1.664  -2.530  -0.865
H  -0.282  -3.344  -6.463

Values from the calculation:
**E_tot**: -2999.220061 Ha
**Total charge**: 0
**SMILES**: CCCCCCCCCC[C@]1(N)[C@H](C)NC(=O)[C@@]1(I)CCCS.O=S1(=O)CCCC1.O=S1(=O)CCCC1

Summary of max |F| in eV Å⁻¹
7.54, 10.17, 0.26, 1.87, 2.46, 1.33
(order as listed above)